The ion C11H16N with charge +1, computed with wB97M-V/def2-TZVPD.

As for the net charge: +1. The HOMO-LUMO gap comes out at 9.6 eV. The value obtained for the total energy is -13145.205 eV. Its LUMO energy is -3.731 eV. The calculation puts the energy above the lowest of the compared OMol25 structures with the same formula, charge and spin at 4.200 eV.

Last column: Mulliken charge in e.
Geometry (Å):
C 3.701 0.382 -0.739  -0.7003
C -0.904 1.464 -0.079  -1.0397
C 2.195 0.010 -0.555  0.0358
C 3.511 -0.574 0.355  -0.0751
C -0.021 0.403 0.586  0.4428
C 1.471 0.629 0.621  -0.5563
C -1.653 0.308 -0.839  0.2374
C 2.360 -0.423 1.159  -0.2777
C -0.573 -0.628 -0.395  -0.0951
C -3.188 -0.612 0.909  -1.1653
C -3.058 0.075 -0.440  -0.8504
N -0.070 -1.739 -0.694  -0.7025
H 4.336 0.025 -1.655  0.2897
H 4.003 1.497 -0.498  0.2593
H -1.541 1.934 0.602  0.3834
H -0.305 2.272 -0.632  0.3174
H 1.730 -0.704 -1.290  0.4806
H 3.884 -1.601 0.352  0.3329
H -0.401 0.403 1.694  0.2882
H 1.842 1.608 0.859  0.5978
H -1.844 0.573 -1.807  0.4548
H -2.611 -0.148 1.735  0.2263
H -2.898 -1.695 0.778  0.2691
H -4.182 -0.453 1.183  0.4832
H -3.547 1.067 -0.393  0.3747
H -3.661 -0.554 -1.051  0.3957
H -0.468 -2.286 -1.477  0.2263
H 1.890 -1.236 1.712  0.3670

---

A structure of composition C35H31N8O2Ru, computed with wB97M-V/def2-TZVPD.

As for the net charge: +2. As for the multiplicity: 2. The HOMO-LUMO gap (spin up / spin down) comes out at 4.4 / 4.2 eV. The value obtained for the total energy is -55373.438 eV. Its LUMO energy (spin up / spin down) is -8.349 / -8.492 eV. The expectation value of S² is 0.779. The calculation puts the energy above the lowest of the compared OMol25 structures with the same formula, charge and spin at 11.098 eV.

Last column: Löwdin spin population.
Geometry (Å):
Ru 0.344 0.090 -0.694  0.0255
O 3.034 1.232 2.093  -0.0006
C 2.125 1.120 1.279  0.0019
N 1.558 0.000 0.827  0.0041
C 1.830 -1.304 1.421  0.0005
C 1.141 -2.429 0.648  -0.0002
C 0.785 -3.697 1.451  0.0000
C -0.056 -5.192 0.055  0.0000
C -0.596 -4.956 -1.312  0.0001
C -0.319 -3.823 -1.946  0.0002
N 0.035 -1.953 -0.289  0.0043
C 1.424 2.384 0.748  0.0003
C 1.223 3.466 1.828  0.0276
C 0.097 5.190 0.898  0.0339
C -0.711 5.057 -0.267  0.2411
C -0.821 3.767 -0.869  0.0530
N 0.271 2.041 -0.152  0.0391
H 1.474 -1.310 2.457  0.0001
H 2.906 -1.506 1.471  0.0001
H 1.142 -3.719 2.477  0.0000
H -0.131 -6.239 0.336  0.0000
H -1.218 -5.705 -1.786  0.0000
H -0.697 -3.596 -2.934  0.0000
H 1.796 3.288 2.733  -0.0005
H 0.061 6.176 1.349  0.0024
H -1.269 5.900 -0.665  0.0120
H -1.441 3.712 -1.758  -0.0003
C 3.010 3.668 -1.120  0.0014
C 1.762 3.536 -0.299  0.0019
C 1.548 4.585 0.822  0.0182
C -0.230 3.974 2.012  0.0460
C -1.229 3.038 1.585  0.3861
C -1.126 2.503 0.241  0.0459
N 0.537 3.142 -1.081  0.0270
C -2.129 1.382 0.034  0.0030
C -3.500 1.480 0.135  0.0000
C -4.237 0.294 0.161  0.0008
C -3.605 -0.937 0.149  0.0000
C -2.215 -0.975 0.062  -0.0002
N -1.538 0.177 -0.044  0.0031
C -1.330 -2.156 0.175  0.0002
C -1.660 -3.255 0.852  -0.0003
C -0.638 -4.271 1.206  -0.0001
C 1.347 -4.595 0.322  0.0001
C 1.676 -3.334 -0.509  0.0002
C 3.034 -3.299 -1.148  0.0000
N 0.572 -2.858 -1.390  0.0016
H 3.033 4.638 -1.621  -0.0001
H 3.065 2.883 -1.873  0.0001
H 3.886 3.599 -0.474  -0.0001
H 2.348 5.305 0.967  0.0003
H -0.423 4.423 2.982  0.0015
H -2.056 2.748 2.220  0.0171
H -3.994 2.440 0.199  0.0005
H -5.317 0.339 0.214  0.0000
H -4.180 -1.851 0.200  0.0000
H -2.672 -3.375 1.219  0.0000
H -0.984 -4.873 2.042  0.0000
H 2.168 -5.292 0.468  0.0000
H 3.126 -4.132 -1.848  0.0000
H 3.818 -3.416 -0.398  0.0000
H 3.195 -2.376 -1.699  0.0000
N 1.484 0.840 -6.042  0.0000
C 2.584 0.162 -5.618  0.0000
O 3.293 -0.499 -6.340  0.0000
C 2.879 0.234 -4.142  0.0000
C 4.205 0.234 -3.723  0.0002
C 4.470 0.217 -2.367  0.0000
C 3.414 0.163 -1.472  0.0001
N 2.135 0.147 -1.865  0.0002
C 1.886 0.191 -3.183  0.0002
H 1.306 0.847 -7.034  0.0000
H 1.080 1.570 -5.484  0.0000
H 4.996 0.228 -4.462  0.0000
H 5.484 0.218 -1.993  0.0000
H 3.594 0.120 -0.408  0.0000
H 0.840 0.147 -3.476  0.0000

---

The ion C4H5N2 with charge +1, computed with wB97M-V/def2-TZVPD.

As for the net charge: +1. The HOMO-LUMO gap (spin up / spin down) comes out at 7.9 / 7.9 eV. The value obtained for the total energy is -7196.127 eV. Its LUMO energy (spin up / spin down) is -4.841 / -4.841 eV. The calculation puts the energy above the lowest of the compared OMol25 structures with the same formula, charge and spin at 4.425 eV.

Last column: natural (NBO) charge in e.
Geometry (Å):
C -0.608 0.283 0.156  -0.2913
C -1.886 -0.228 0.092  0.4261
C 0.884 0.466 -0.241  0.2423
C 3.105 -0.379 0.013  -0.0658
N 1.881 -0.196 -0.134  -0.2720
N -3.157 -0.103 -0.166  -0.6563
H -0.517 0.755 1.080  0.2941
H 3.528 0.195 0.806  0.2077
H 3.885 -0.686 -0.598  0.2346
H -3.826 -0.829 -0.273  0.4537
H -3.289 0.722 -0.733  0.4270

---

A structure of composition C19H21N6PdSSbSe4, computed with wB97M-V/def2-TZVPD.

As for the net charge: -2. The HOMO-LUMO gap comes out at 5.7 eV. The value obtained for the total energy is -311226.598 eV. Its LUMO energy is 4.399 eV. The calculation puts the energy above the lowest of the compared OMol25 structures with the same formula, charge and spin at 0.000 eV.

Last column: natural (NBO) charge in e.
Geometry (Å):
Pd -0.092 1.309 0.815  0.2859
N -3.017 1.987 0.652  -0.6523
N -3.237 1.886 2.028  -0.4629
C -2.528 1.040 2.782  0.3514
N -2.762 1.170 4.121  -0.8229
S -1.399 -0.091 2.227  -0.1852
H -2.503 2.846 0.454  0.3874
H -3.908 1.996 0.174  0.3581
H -3.416 2.785 2.497  0.4106
H -2.910 2.149 4.384  0.4199
H -2.010 0.765 4.659  0.4007
N 4.375 0.843 3.891  -0.8147
C 4.439 0.189 2.699  0.3612
C 3.373 0.314 1.769  -0.0173
N 3.369 -0.348 0.639  -0.3682
C 4.422 -1.145 0.385  -0.0985
C 5.462 -1.245 1.276  -0.0127
N 5.489 -0.584 2.440  -0.4916
H 3.718 1.623 3.946  0.4354
H 5.254 0.959 4.364  0.3757
H 2.545 0.986 1.979  0.2308
H 4.417 -1.694 -0.550  0.1844
H 6.319 -1.877 1.059  0.1715
C 0.123 -4.542 -3.451  -0.2595
C 0.823 -4.600 -2.253  -0.2249
C 0.879 -3.492 -1.423  -0.2043
C 0.236 -2.288 -1.747  -0.0492
C -0.451 -2.245 -2.968  -0.1565
C -0.507 -3.354 -3.799  -0.2349
C 0.360 -1.168 -0.795  -0.3458
C -0.343 -0.033 -0.713  -0.1262
C -1.506 0.300 -1.550  0.0227
C -1.454 1.270 -2.554  -0.2526
C -2.579 1.568 -3.309  -0.2138
C -3.785 0.918 -3.074  -0.2692
C -3.853 -0.033 -2.062  -0.2386
C -2.730 -0.335 -1.309  -0.2228
H 0.076 -5.404 -4.106  0.1916
H 1.332 -5.513 -1.963  0.1941
H 1.431 -3.543 -0.492  0.2076
H -0.940 -1.333 -3.276  0.2128
H -1.048 -3.284 -4.736  0.1951
H 1.158 -1.309 -0.072  0.2231
H -0.527 1.807 -2.709  0.2431
H -2.515 2.327 -4.081  0.1968
H -4.663 1.159 -3.662  0.1917
H -4.789 -0.542 -1.857  0.1944
H -2.781 -1.064 -0.509  0.2219
Se -1.629 4.415 3.759  -0.9827
Sb 0.248 3.298 2.510  0.7284
Se 1.325 2.739 -0.586  -0.3784
Se 2.309 3.691 3.774  -0.8948
Se 0.396 4.727 0.322  -0.4158